The molecule C4H10N2O2 in a non-equilibrium geometry. Source: the Open Molecules 2025 dataset; level of theory: the ωB97M-V functional and the def2-TZVPD basis.

Calculated values
E_HOMO   -8.101 eV
Energy above the lowest of the compared OMol25 structures with the same formula, charge and spin   517.1 kJ/mol
SMILES string   C=CO[C@@H](O)N(C)N
Multiplicity   1
Frontier orbital gap   8.91 eV

Element x y z (Å)
O1 0.70605 -1.28174 0.88283
O2 2.40329 -0.55152 -0.50194
N1 -0.01506 0.49890 -1.62938
N2 0.35603 0.63710 -0.24739
C1 -1.67095 -1.60171 0.16818
C2 -0.76789 -0.83005 0.79358
C3 -0.08582 1.87394 0.38370
C4 1.40743 -0.18650 0.41723
H1 -1.17624 1.92138 0.35718
H2 0.30767 2.73082 -0.16655
H3 1.90507 0.39580 1.20201
H4 -2.63765 -1.77811 0.62097
H5 0.24527 1.91877 1.42350
H6 -1.38791 -2.25058 -0.65336
H7 0.48388 -0.33273 -1.95800
H8 -1.02021 -0.29814 1.70080
H9 -1.00951 0.24441 -1.63589
H10 1.95655 -1.11004 -1.15749



A cluster of 2 separate species, C3H6N4O in total in a non-equilibrium geometry. Source: the Open Molecules 2025 dataset; level of theory: the ωB97M-V functional and the def2-TZVPD basis.

Calculated values
E_HOMO (alpha / beta)   -7.729 / -6.841 eV
Energy above the lowest of the compared OMol25 structures with the same formula, charge and spin   581.8 kJ/mol
Multiplicity   1
Frontier orbital gap (alpha / beta)   8.06 / 7.36 eV

Element x y z (Å)
O1 2.07920 -1.03619 2.22473
N1 -0.72785 1.93503 1.31679
N2 2.14102 -0.35995 1.28178
N3 0.42916 0.16810 0.29692
N4 1.24246 -1.69395 -1.19207
C1 -0.70297 1.03001 0.43627
C2 0.71156 -0.72631 -0.50457
C3 -1.84523 0.79049 -0.50916
H1 0.75719 -2.10422 -1.98430
H2 2.14318 -2.10310 -0.97245
H3 -1.50619 0.88506 -1.54361
H4 0.14698 1.92509 1.84719
H5 -2.63431 1.51267 -0.31424
H6 -2.23422 -0.22274 -0.38328



A cluster of 6 separate species, C28H41Br2FO18 in total. Source: the Open Molecules 2025 dataset; level of theory: the ωB97M-V functional and the def2-TZVPD basis.

Calculated values
E_HOMO   -10.499 eV
SMILES string   C[C@H](F)[C@H]1OC(=O)O[C@@H]1[C@H](Br)[C@H](C)Br.C[C@@H]1COC(=O)O1.C[C@@H]1COC(=O)O1.C[C@@H]1COC(=O)O1.C[C@@H]1COC(=O)O1.C[C@@H]1COC(=O)O1
Multiplicity   1
Frontier orbital gap   10.48 eV

Element x y z (Å)
Br1 -3.63779 4.44894 -1.51139
Br2 -1.97171 5.19337 -5.65839
F1 2.09668 2.95931 -4.58737
O1 4.44205 -0.83072 -7.14512
O2 -1.41524 0.01164 -2.69268
O3 2.96245 -3.11106 3.68298
O4 2.85839 -1.77933 5.45599
O5 -5.94713 -2.10265 7.18986
O6 3.20425 -0.92466 -9.02536
O7 4.83844 -2.18806 0.29094
O8 2.24059 -1.10241 -6.99482
O9 -6.19997 -0.88812 5.34286
O10 4.58401 -1.99915 -1.93587
O11 5.22623 -3.95085 -1.00429
O12 -0.04441 1.56184 -3.58572
O13 -2.45773 1.43040 2.85993
O14 -7.27568 -2.86175 5.53447
O15 4.86703 -2.47557 4.69601
O16 -2.09397 2.12559 -2.99001
O17 -1.28082 0.74337 4.65535
O18 -1.23551 -0.42490 2.73064
C1 5.52701 -5.75290 0.60701
C2 -1.62438 0.59952 3.52449
C3 1.54068 -1.76401 4.85747
C4 -2.64321 4.00122 -4.26713
C5 -4.56078 0.88359 5.63132
C6 -6.55054 -2.03462 5.97706
C7 -1.19536 1.11569 -3.06009
C8 4.85930 -2.64884 -0.97746
C9 1.57929 -3.04667 4.06055
C10 0.46237 -1.64940 5.89573
C11 3.28662 -0.95151 -7.84064
C12 -2.09483 -0.42779 1.56133
C13 1.82562 -0.88224 -4.60914
C14 5.73962 -4.29258 0.30338
C15 4.97365 -3.31933 1.16760
C16 2.76794 -1.37461 -5.67669
C17 -3.81964 4.65098 -3.45146
C18 -5.55428 -0.02698 6.30256
C19 1.08408 3.61874 -3.84719
C20 -1.41262 -1.00510 0.34925
C21 4.10130 -0.66816 -5.75896
C22 -4.97497 -1.05080 7.25172
C23 3.68024 -2.45334 4.62773
C24 -0.22515 2.88423 -4.15887
C25 -1.52160 3.36573 -3.43908
C26 -4.12272 6.13184 -3.72092
C27 -2.43779 1.03892 1.47646
C28 1.14959 5.10101 -4.16919
H1 -0.96123 -1.97032 0.57844
H2 5.88089 -6.36830 -0.21941
H3 -3.40507 1.23842 1.02236
H4 1.34036 -3.92627 4.66252
H5 4.01143 0.40092 -5.55081
H6 0.40951 5.66436 -3.58558
H7 6.07186 -6.03180 1.50825
H8 -1.19768 3.94451 -2.56776
H9 -6.33818 0.55325 6.79819
H10 0.37808 -2.55819 6.49602
H11 -4.72437 4.09046 -3.71236
H12 3.97393 -3.67691 1.41754
H13 2.15696 5.48556 -3.97454
H14 -3.69727 0.32944 5.26755
H15 0.81153 -1.23143 -4.80333
H16 0.94868 -3.02425 3.17523
H17 -3.07680 3.17319 -4.83808
H18 2.91205 -2.45573 -5.60034
H19 4.46896 -5.97253 0.75621
H20 6.80665 -4.05269 0.30620
H21 -2.97932 -1.01732 1.81776
H22 -4.01834 -1.44291 6.89775
H23 -4.86889 -0.69542 8.27342
H24 1.50156 -0.90406 4.18293
H25 1.30008 3.42684 -2.78387
H26 4.86923 -1.10445 -5.12609
H27 -2.13863 -1.14085 -0.44979
H28 5.48994 -3.03197 2.08039
H29 -0.49170 -1.44918 5.41688
H30 2.13737 -1.24506 -3.63011
H31 0.92774 5.27140 -5.22861
H32 -0.38299 2.71771 -5.23277
H33 -4.20879 1.64582 6.32548
H34 0.68145 -0.82538 6.57304
H35 -1.66449 1.61431 0.96283
H36 -4.51353 6.24813 -4.73578
H37 -3.25760 6.77423 -3.54286
H38 -0.62153 -0.35042 -0.01621
H39 -5.01513 1.37818 4.77320
H40 -4.91855 6.43602 -3.03110
H41 1.80223 0.20486 -4.58770



The molecule C2H3N3S in a non-equilibrium geometry. Source: the Open Molecules 2025 dataset; level of theory: the ωB97M-V functional and the def2-TZVPD basis.

Calculated values
E_HOMO   -10.185 eV
Energy above the lowest of the compared OMol25 structures with the same formula, charge and spin   120.5 kJ/mol
SMILES string   [H]/N=C(/C#N)NS
Multiplicity   1
Frontier orbital gap   10.40 eV

Element x y z (Å)
S1 0.19295 -0.74360 -1.94710
N1 0.66446 0.33197 -0.67729
N2 -2.18444 -1.16434 0.55519
N3 0.02488 1.23885 1.46929
C1 -1.35393 -0.38157 0.51480
C2 -0.15862 0.46254 0.45949
H1 0.84336 1.88182 1.38404
H2 1.64365 0.21503 -0.57799
H3 0.32767 -1.84070 -1.18044



A structure of composition C7H19MnN2OPS in a non-equilibrium geometry. Source: the Open Molecules 2025 dataset; level of theory: the ωB97M-V functional and the def2-TZVPD basis.

Calculated values
E_HOMO (alpha / beta)   -16.377 / -16.294 eV
Charge   +2
<S²>   3.971
Multiplicity   4
Frontier orbital gap (alpha / beta)   7.10 / 7.22 eV

Element x y z (Å)
Mn1 0.37424 0.33618 0.00632
S1 -0.41933 -0.31019 2.05036
P1 -0.34460 -0.28272 -2.12708
O1 3.18202 -0.72070 -0.04494
N1 -0.69854 1.97230 3.54958
N2 1.37074 1.34453 3.34560
C1 2.08552 -0.30719 -0.09394
C2 0.01935 2.96369 4.32229
C3 0.09493 1.03687 2.99460
C4 -0.37839 1.31525 -3.07966
C5 -1.88239 -1.10743 -2.67112
C6 0.98617 -1.15029 -3.05660
C7 1.48050 2.49994 4.19379
H1 2.21328 0.82532 3.10230
H2 1.92048 -0.57256 -2.99645
H3 -1.91605 -1.17645 -3.77247
H4 -1.15704 1.96227 -2.64976
H5 -0.32659 2.93710 5.35150
H6 -2.75755 -0.54511 -2.31751
H7 -0.11394 -1.14783 -0.70462
H8 -0.59199 1.12274 -4.14736
H9 -1.01681 0.61453 -0.78772
H10 0.91207 2.57225 0.15551
H11 1.16427 -2.13887 -2.62101
H12 2.10739 3.26576 3.75834
H13 0.60182 1.80997 -2.96825
H14 -1.92228 -2.12315 -2.25760
H15 1.89763 2.21713 5.15476
H16 0.71684 -1.28798 -4.11577
H17 -1.71874 2.04594 3.47110
H18 0.94243 2.58994 -0.60594
H19 -0.12544 3.95678 3.91236



The ion C3H6F2O2PS with charge -1 in a non-equilibrium geometry. Source: the Open Molecules 2025 dataset; level of theory: the ωB97M-V functional and the def2-TZVPD basis.

Calculated values
E_HOMO   -4.345 eV
Charge   -1
Energy above the lowest of the compared OMol25 structures with the same formula, charge and spin   0.0 kJ/mol
SMILES string   CCC(F)(F)[P@]([O-])(O)=S
Multiplicity   1
Frontier orbital gap   7.95 eV

Element x y z (Å)
S1 3.42843 -1.61896 0.59045
P1 3.20341 0.19631 -0.10778
F1 1.00898 1.53118 1.58272
F2 0.81153 1.84206 -0.55759
O1 2.92174 0.16129 -1.72564
O2 4.16232 1.28625 0.16433
C1 1.08484 0.88439 0.38704
C2 -1.33230 0.14462 0.41952
C3 0.13044 -0.27609 0.29238
H1 0.40579 -0.98517 1.07469
H2 -1.98610 -0.72254 0.34383
H3 0.31132 -0.75458 -0.67445
H4 -1.50494 0.63078 1.37796
H5 3.18105 1.04721 -1.98914
H6 -1.59167 0.84496 -0.37373



A cluster of 2 separate species, C6H12N2O2 in total in a non-equilibrium geometry. Source: the Open Molecules 2025 dataset; level of theory: the ωB97M-V functional and the def2-TZVPD basis.

Calculated values
E_HOMO   -9.101 eV
Energy above the lowest of the compared OMol25 structures with the same formula, charge and spin   561.9 kJ/mol
SMILES string   [O-]/[NH+]=N\O.C1=CCCCC1
Multiplicity   1
Frontier orbital gap   9.86 eV

Element x y z (Å)
O1 3.90233 0.20749 -0.19929
O2 2.92186 0.18892 1.95289
N1 1.99445 -0.06379 0.93751
N2 2.69559 0.02980 -0.13138
C1 -1.57496 0.73916 0.62629
C2 -0.45625 0.64248 -1.56029
C3 -0.55103 1.40880 -0.32822
C4 -1.38824 -1.44387 -0.45779
C5 -1.16647 -0.72229 0.89135
C6 -0.74673 -0.72457 -1.61966
H1 -1.81339 -1.12060 1.62560
H2 2.10727 -0.20539 -0.97249
H3 0.06094 1.15991 -2.34293
H4 -0.92156 2.46352 -0.51987
H5 2.52146 -0.12208 2.75779
H6 -1.49906 1.22391 1.61175
H7 -0.88242 -2.48859 -0.48198
H8 -0.60664 -1.33326 -2.51760
H9 -2.55656 0.79207 0.07892
H10 -2.43918 -1.56213 -0.48994
H11 -0.13391 -0.67577 1.09054
H12 0.53249 1.60628 0.04881